16
Properties=species:S:1:pos:R:3:forces:R:3 method="wB97M-V/def2-TZVPD" relative_energy_kj_mol=240.7 e_homo_ev=-9.2678 charge=0 homo_lumo_gap_ev=10.179
C 2.9303 0.3308 2.2543 0.1 0.0 0.1
C 1.8844 0.1683 1.2441 -0.4 -0.1 -0.3
C 1.0296 0.0355 0.4056 0.4 0.1 0.4
C -0.0382 -0.1230 -0.5824 0.0 0.0 -0.1
C -1.4089 -0.2861 0.0586 -0.3 0.0 0.0
C -2.5358 -0.1202 -1.9807 0.0 0.0 -0.2
N -2.5246 -0.3063 -0.5394 0.4 0.0 0.1
H 2.9465 1.3554 2.6391 0.0 -0.1 -0.1
H 3.9161 0.1110 1.8321 -0.1 0.0 0.1
H 2.7637 -0.3464 3.0981 0.0 0.1 -0.1
H 0.1645 -1.0004 -1.2139 0.0 0.1 0.1
H -0.0488 0.7391 -1.2629 0.0 -0.1 0.1
H -1.4179 -0.3948 1.1466 0.0 0.0 -0.1
H -1.7360 -0.6593 -2.5084 -0.1 0.1 0.1
H -2.4279 0.9481 -2.2103 0.0 -0.1 0.0
H -3.4973 -0.4517 -2.3804 0.1 0.1 0.1